Below is an isolated molecule of C18H29N3OS2, with properties calculated with ωB97M-V/def2-TZVPD.

XYZ file:
```
53
C18H29N3OS2 (ωB97M-V/def2-TZVPD)
C 6.928 0.500 0.413
H 7.583 0.213 1.234
O 6.105 -0.611 0.161
C 5.150 -0.432 -0.869
C 3.719 -0.399 -0.327
H 3.532 -1.321 0.228
H 3.029 -0.353 -1.172
C 3.469 0.801 0.590
N 2.090 0.877 1.003
C 1.169 1.655 0.386
N -0.110 1.449 0.762
H -0.354 0.563 1.188
C -1.233 2.115 0.137
H -0.904 3.136 -0.083
C -1.634 1.429 -1.174
H -2.296 2.092 -1.728
H -0.733 1.295 -1.774
C -2.320 0.072 -0.919
N -2.265 -0.218 0.509
C -2.472 -1.613 0.853
C -1.336 -2.440 0.348
C -1.350 -3.447 -0.564
C -0.067 -3.984 -0.826
C 0.909 -3.372 -0.115
S 0.280 -2.132 0.899
H 1.963 -3.566 -0.116
H 0.112 -4.787 -1.518
H -2.249 -3.802 -1.037
H -3.408 -2.038 0.457
H -2.512 -1.677 1.947
C -3.059 0.742 1.259
C -2.408 2.137 1.114
H -3.143 2.859 0.761
H -2.046 2.484 2.083
C -4.533 0.742 0.819
C -4.659 1.005 -0.679
H -4.377 2.035 -0.899
C -3.761 0.047 -1.458
H -3.753 0.308 -2.517
H -4.156 -0.968 -1.374
H -5.698 0.878 -0.992
H -5.081 1.497 1.386
H -4.970 -0.232 1.055
H -3.020 0.441 2.313
H -1.754 -0.718 -1.427
S 1.596 2.851 -0.678
H 1.745 0.093 1.539
H 4.096 0.725 1.482
H 3.694 1.731 0.062
H 5.354 0.486 -1.429
H 5.250 -1.284 -1.553
H 6.350 1.385 0.703
H 7.539 0.750 -0.463
```

Summary:
relative energy (zero: lowest compared OMol25 entry of this formula, charge and spin): 7.8 kJ/mol
HOMO-LUMO gap: 8.31 eV
HOMO level: -7.7777 eV
strongest force on any atom: 0.860 eV/Å
multiplicity: 1
SMILES: COCCCNC(=S)N[C@@H]1C[C@H]2CCC[C@@H](C1)N2Cc1cccs1

Below is C18H29N6O6Ti as an isolated structure, with properties calculated with ωB97M-V/def2-TZVPD.

XYZ file:
```
60
C18H29N6O6Ti (ωB97M-V/def2-TZVPD)
Ti -0.168 0.116 0.116
N 1.446 2.730 -2.071
C 1.989 1.602 -2.821
C 2.489 0.362 -2.055
O 3.570 -0.130 -2.453
N 1.712 -0.078 -1.075
C 2.262 -1.203 -0.324
C 2.099 -1.115 1.206
O 2.717 -1.924 1.901
O 1.294 -0.220 1.661
H 0.708 2.420 -1.441
H 2.166 3.066 -1.438
H 1.240 1.260 -3.547
H 2.840 1.954 -3.408
H 1.773 -2.142 -0.617
H 3.326 -1.330 -0.529
N -1.765 -0.045 2.177
C -2.158 -1.287 2.838
C -1.377 -2.466 2.267
C -1.651 -2.620 0.766
O -2.581 -3.358 0.411
O -0.913 -1.940 -0.013
H -0.759 0.083 2.320
H -2.205 0.775 2.583
H -3.228 -1.450 2.675
H -1.990 -1.247 3.924
H -1.701 -3.375 2.777
H -0.307 -2.315 2.436
C -3.192 0.210 -1.085
C -4.326 0.357 -2.132
N -3.773 0.367 -3.491
C -2.986 -0.856 -3.683
C -1.810 -0.917 -2.677
N -1.895 0.233 -1.768
C -1.770 1.473 -2.537
C -2.881 1.524 -3.617
H -3.257 -0.736 -0.543
H -3.199 1.015 -0.348
H -4.880 1.290 -1.993
H -5.040 -0.467 -2.060
H -2.631 -0.869 -4.718
H -3.659 -1.707 -3.554
H -0.839 -0.867 -3.176
H -1.818 -1.820 -2.070
H -0.777 1.496 -2.985
H -1.829 2.306 -1.837
H -2.457 1.512 -4.625
H -3.487 2.430 -3.525
O -0.605 2.182 0.205
N -0.926 2.765 1.384
C -0.048 2.732 2.453
C -0.351 3.396 3.604
C -1.542 4.157 3.731
C -2.364 4.241 2.589
C -2.049 3.573 1.440
H 0.823 2.110 2.298
H 0.350 3.318 4.425
H -1.778 4.692 4.639
H -3.265 4.844 2.595
H -2.628 3.602 0.530
```

Summary:
relative energy (zero: lowest compared OMol25 entry of this formula, charge and spin): 5.0 kJ/mol
HOMO-LUMO gap (alpha / beta): 4.42 / 6.75 eV
HOMO level (alpha / beta): 0.2360 / -2.1198 eV
strongest force on any atom: 0.621 eV/Å
multiplicity: 4
total charge: -2

Among the records above, which one has the lowest relative energy (zero: lowest compared OMol25 entry of this formula, charge and spin)? C18H29N6O6Ti